Density functional theory data (ωB97M-V/def2-TZVPD) for the molecule C2H4ClN3.

Element x y z (Å)
C: -0.390 0.477 -0.784
C: 1.339 -0.044 0.786
N: -0.401 1.893 -0.318
N: 0.272 2.314 0.533
N: 0.146 -0.389 0.208
Cl: 2.707 0.061 -0.250
H: -1.412 0.200 -1.050
H: 0.249 0.493 -1.669
H: 1.546 -0.332 1.800
H: -0.542 -0.673 0.895

Forces on atoms 1 to 2 (eV/Å):
C 0.1 -1.2 -0.4
C -0.5 0.7 -0.1

Summary:
ΔE to the lowest compared entry with this formula, charge and spin, eV: 1.200
E, eV: -19128.6946
Kohn-Sham gap (spin up / spin down), eV: 8.0 / 8.5
Max |F|, eV/Å: 1.728

Atomic partial charges in e from the Mulliken method, atoms 1 to 2:
1 C -0.4294
2 C -0.2176

---

Density functional theory data (ωB97M-V/def2-TZVPD) for a cluster of 2 separate species, C2H4ClNO in total.

Element x y z (Å)
O: 1.096 -0.092 -0.347
C: 0.634 1.184 -0.536
Cl: -0.296 1.713 -2.013
H: 1.992 -0.097 -0.536
H: -0.241 1.092 0.129
H: 1.144 2.001 0.021
C: -1.331 -1.773 1.038
N: -2.203 -1.922 0.334
H: -0.795 -2.106 1.911

Forces on atoms 1 to 2 (eV/Å):
O -1.1 -0.1 -0.7
C -3.7 0.7 3.3

Summary:
ΔE to the lowest compared entry with this formula, charge and spin, eV: 2.403
SMILES: OCCl.C#N
E, eV: -18196.6845
Kohn-Sham gap, eV: 11.1
Max |F|, eV/Å: 5.032

Atomic partial charges in e from the Mulliken method, atoms 1 to 2:
1 O -0.4028
2 C -0.1999

---

Density functional theory data (ωB97M-V/def2-TZVPD) for a cluster of 2 separate species, C2H4ClNO in total.

Element x y z (Å)
C: 0.153 -0.788 -0.228
C: 0.385 0.413 0.540
N: 0.055 -1.658 -1.010
O: -2.477 0.203 -2.461
Cl: -2.232 -1.254 -2.974
H: 0.425 0.215 1.615
H: -0.612 0.865 0.497
H: 1.384 0.925 0.284
H: -0.853 -1.429 -2.547

Forces on atoms 1 to 2 (eV/Å):
C 0.7 -2.4 -2.6
C 0.4 0.0 1.0

Summary:
ΔE to the lowest compared entry with this formula, charge and spin, eV: 5.021
E, eV: -18194.0669
Kohn-Sham gap, eV: 9.2
Max |F|, eV/Å: 3.554

Atomic partial charges in e from the Mulliken method, atoms 1 to 2:
1 C 0.4486
2 C -0.7350

---

Density functional theory data (ωB97M-V/def2-TZVPD) for the molecule C2H4ClNO2.

Element x y z (Å)
C: -1.192 0.583 -0.234
C: 0.255 0.879 0.049
O: 0.866 1.888 0.043
N: 0.955 -0.387 0.371
O: 0.387 -1.612 -0.045
Cl: 2.705 -0.333 -0.099
H: -1.495 -0.438 0.311
H: -1.803 1.329 0.200
H: -1.336 0.384 -1.200
H: 0.658 -2.292 0.605

Forces on atoms 1 to 2 (eV/Å):
C 0.3 -2.2 5.5
C 0.0 -2.9 -0.5

Summary:
ΔE to the lowest compared entry with this formula, charge and spin, eV: 2.934
SMILES: CC(=O)N(O)Cl
E, eV: -20243.2880
Kohn-Sham gap, eV: 10.1
Max |F|, eV/Å: 5.938

Atomic partial charges in e from the Mulliken method, atoms 1 to 2:
1 C -0.9260
2 C 0.5884

---

Density functional theory data (ωB97M-V/def2-TZVPD) for a cluster of 2 separate species, C2H4ClO2S in total.

Element x y z (Å)
C: 0.112 2.317 0.192
C: 0.210 0.802 0.002
O: 5.218 1.124 0.315
O: 5.152 -1.344 0.284
S: 4.911 -0.105 -0.449
Cl: 1.905 0.008 0.348
H: 0.215 2.963 -0.665
H: 0.787 2.518 1.024
H: -0.857 2.637 0.685
H: 0.024 0.602 -1.162

Forces on atoms 1 to 2 (eV/Å):
C -0.4 -0.7 1.9
C -1.2 -0.5 -2.5

Summary:
ΔE to the lowest compared entry with this formula, charge and spin, eV: 2.291
Net charge: -1
E, eV: -29589.8097
Kohn-Sham gap (spin up / spin down), eV: 4.2 / 5.3
Max |F|, eV/Å: 2.802

Atomic partial charges in e from the Mulliken method, atoms 1 to 2:
1 C -0.7764
2 C -0.3890

---

Density functional theory data (ωB97M-V/def2-TZVPD) for a structure of composition C2H4ClOP.

Element x y z (Å)
C: -2.167 -0.265 -0.749
C: 1.592 0.840 0.557
O: -0.256 -1.344 0.900
P: -0.438 -0.315 -0.122
Cl: 2.945 0.211 -0.271
H: -2.481 -1.283 -0.533
H: -2.062 0.055 -1.799
H: 1.243 0.252 1.499
H: 1.624 1.849 0.519

Forces on atoms 1 to 2 (eV/Å):
C 4.1 0.8 -0.1
C -2.6 -4.8 0.9

Summary:
ΔE to the lowest compared entry with this formula, charge and spin, eV: 4.541
E, eV: -25993.3829
Kohn-Sham gap (spin up / spin down), eV: 7.1 / 7.1
Max |F|, eV/Å: 5.541

Atomic partial charges in e from the Mulliken method, atoms 1 to 2:
1 C -0.6636
2 C -0.4990

---

Density functional theory data (ωB97M-V/def2-TZVPD) for the molecule C2H4ClOP.

Element x y z (Å)
C: 0.044 -0.363 0.015
C: -0.817 0.857 0.113
O: -3.426 1.756 0.099
P: -2.525 0.620 -0.049
Cl: -3.783 -1.230 0.007
H: 0.915 -0.222 -0.614
H: 0.393 -0.686 1.000
H: -0.540 -1.189 -0.389
H: -0.480 1.869 0.024

Forces on atoms 1 to 2 (eV/Å):
C 0.1 -0.2 0.3
C -2.8 -2.7 -0.4

Summary:
ΔE to the lowest compared entry with this formula, charge and spin, eV: 1.540
E, eV: -25996.3834
Kohn-Sham gap (spin up / spin down), eV: 7.7 / 7.7
Max |F|, eV/Å: 3.857

Atomic partial charges in e from the Mulliken method, atoms 1 to 2:
1 C -0.8901
2 C -0.1923

---

Density functional theory data (ωB97M-V/def2-TZVPD) for a structure of composition C2H4ClOP.

Element x y z (Å)
C: -0.596 -1.023 0.408
C: 0.076 0.107 0.086
O: -4.608 0.414 0.597
P: -3.406 0.885 -0.060
Cl: -2.085 -1.467 -0.352
H: 0.059 -1.892 0.603
H: -0.265 1.133 -0.183
H: 1.081 0.011 0.379
H: -1.999 1.406 0.653

Forces on atoms 1 to 2 (eV/Å):
C 2.2 0.4 -2.3
C -1.5 -0.2 1.2

Summary:
ΔE to the lowest compared entry with this formula, charge and spin, eV: 3.477
E, eV: -25994.4470
Kohn-Sham gap, eV: 8.5
Max |F|, eV/Å: 3.446

Atomic partial charges in e from the Mulliken method, atoms 1 to 2:
1 C -0.0817
2 C -0.4911